Entry 1:
ORCA calculation (ωB97M-V/def2-TZVPD) on C45H53CrO4P2SSi3Te as an isolated structure.

The geometry in XYZ format:
```
110
Properties=species:S:1:pos:R:3:forces:R:3
Cr 0.106 -0.543 -1.518 -0.04 0.20 0.05
C 2.842 2.240 1.188 -0.01 -0.02 -0.06
Si 1.115 1.545 1.358 0.01 0.06 0.06
C 0.064 2.816 2.252 -0.07 -0.05 0.03
C 0.629 4.048 2.591 0.01 -0.03 0.01
C -0.106 5.006 3.274 0.01 0.01 0.00
C -1.418 4.741 3.636 -0.02 0.01 0.01
C -1.995 3.521 3.317 0.00 -0.02 0.00
C -1.264 2.556 2.634 0.05 0.03 -0.04
P -1.919 0.940 2.077 -0.01 -0.03 0.02
C -1.900 -0.083 3.589 0.03 0.01 -0.02
C -1.168 0.236 4.727 0.01 0.02 0.00
C -1.086 -0.658 5.788 0.01 -0.01 0.00
C -1.736 -1.881 5.723 0.01 0.01 0.01
C -2.471 -2.209 4.590 -0.01 0.00 -0.01
C -2.547 -1.320 3.530 0.00 -0.01 0.00
C -3.707 1.262 1.865 0.01 0.03 0.00
C -4.147 1.581 0.581 0.01 0.01 0.01
C -5.485 1.869 0.349 0.01 0.00 -0.01
C -6.396 1.830 1.394 0.00 0.00 0.01
C -5.968 1.503 2.674 0.00 -0.01 0.00
C -4.630 1.220 2.909 0.00 0.00 0.00
C 1.238 -0.140 2.155 -0.01 0.02 0.01
C 2.042 -0.034 3.300 -0.01 0.02 0.00
C 2.370 -1.120 4.090 -0.01 -0.01 0.00
C 1.901 -2.369 3.718 0.00 0.02 0.01
C 1.103 -2.506 2.596 0.00 -0.03 0.00
C 0.731 -1.415 1.799 -0.02 0.00 -0.01
P -0.523 -1.693 0.475 -0.03 -0.02 0.06
C -0.735 -1.901 -2.723 -0.01 -0.06 -0.03
C -0.063 -2.521 -3.777 -0.03 0.00 -0.01
C -0.684 -3.479 -4.571 0.01 0.00 -0.01
C -2.002 -3.833 -4.325 0.00 0.00 0.01
C -2.697 -3.215 -3.294 -0.01 0.00 0.00
C -2.069 -2.261 -2.506 0.01 0.04 0.02
C -0.518 -3.521 0.282 0.01 0.01 -0.02
C -1.405 -4.255 1.072 0.00 0.03 0.01
C -1.513 -5.632 0.938 0.00 -0.02 -0.01
C -0.749 -6.301 -0.008 -0.01 0.00 0.02
C 0.127 -5.584 -0.810 0.02 0.01 -0.01
C 0.242 -4.210 -0.658 0.03 -0.02 0.02
H 3.284 2.560 2.132 -0.01 0.00 0.00
H 3.492 1.469 0.767 0.02 0.01 0.02
H 2.835 3.093 0.505 0.01 0.00 0.01
H 1.650 4.272 2.308 -0.01 0.02 0.00
H 0.342 5.961 3.516 0.00 0.00 0.00
H -1.995 5.490 4.164 0.00 -0.01 0.00
H -3.024 3.323 3.588 -0.01 0.00 0.00
H -0.653 1.188 4.789 0.00 0.00 0.00
H -0.510 -0.395 6.666 0.00 0.00 0.00
H -1.670 -2.577 6.549 0.00 0.00 0.00
H -2.983 -3.162 4.532 0.00 0.00 0.00
H -3.116 -1.582 2.645 0.00 0.00 0.00
H -3.435 1.598 -0.236 0.00 -0.01 0.00
H -5.815 2.116 -0.651 0.00 0.00 0.00
H -7.440 2.049 1.212 0.00 0.00 0.00
H -6.677 1.466 3.492 0.00 0.00 0.00
H -4.303 0.957 3.908 0.00 0.00 0.00
H 2.426 0.941 3.589 0.00 -0.01 0.00
H 2.985 -0.993 4.972 0.00 0.00 -0.01
H 2.148 -3.246 4.305 0.00 0.00 0.00
H 0.746 -3.495 2.342 0.00 0.01 0.00
H 0.965 -2.258 -3.996 0.04 0.04 -0.03
H -0.138 -3.946 -5.383 0.00 0.00 0.00
H -2.488 -4.583 -4.937 0.00 0.00 0.00
H -3.728 -3.483 -3.099 0.00 0.00 0.00
H -2.629 -1.798 -1.697 0.00 0.00 0.00
H -2.017 -3.735 1.800 0.01 0.00 0.00
H -2.206 -6.181 1.564 0.00 0.00 0.00
H -0.843 -7.373 -0.126 0.00 0.00 0.00
H 0.716 -6.094 -1.564 0.00 0.00 0.01
H 0.910 -3.660 -1.305 0.03 0.01 -0.03
O -0.278 3.341 -1.331 0.01 0.00 0.02
S -0.178 1.935 -1.480 -0.06 0.03 -0.09
O 0.617 1.386 -2.591 0.04 0.09 -0.04
O 0.679 1.296 -0.266 0.01 -0.18 -0.07
O -1.396 1.115 -1.390 -0.01 -0.03 0.01
C 6.146 -2.727 -1.291 -0.01 0.00 0.00
Si 4.667 -3.816 -1.657 0.01 0.00 -0.01
C 3.984 -4.526 -0.071 -0.01 0.01 -0.01
C 5.139 -5.184 -2.843 0.00 -0.01 0.00
C 3.367 -2.742 -2.509 0.05 0.01 0.03
Te 2.724 -1.157 -1.223 0.16 -0.17 -0.05
C 3.916 0.373 -2.114 -0.02 0.04 0.03
Si 3.802 0.930 -3.932 0.04 -0.01 0.01
C 2.601 -0.050 -4.970 -0.02 0.01 0.00
C 5.531 0.679 -4.618 -0.01 -0.02 -0.01
C 3.386 2.748 -3.961 0.00 0.00 -0.01
H 6.957 -3.313 -0.851 -0.01 0.00 0.00
H 5.891 -1.939 -0.578 0.00 0.00 0.00
H 6.533 -2.256 -2.198 0.00 0.00 0.01
H 4.773 -5.052 0.471 -0.01 -0.01 0.00
H 3.176 -5.237 -0.260 -0.02 0.00 0.00
H 3.592 -3.747 0.588 0.01 0.00 0.00
H 5.909 -5.828 -2.412 -0.01 0.00 0.00
H 5.528 -4.782 -3.781 0.00 0.00 0.01
H 4.275 -5.810 -3.079 0.01 0.00 0.00
H 2.485 -3.299 -2.823 -0.01 -0.03 0.04
H 3.778 -2.255 -3.396 -0.01 -0.01 0.03
H 4.934 0.035 -1.908 0.00 0.02 0.01
H 3.745 1.239 -1.468 -0.04 0.00 -0.03
H 2.864 -1.108 -5.026 -0.03 0.01 -0.01
H 2.622 0.340 -5.991 -0.01 0.01 0.01
H 1.579 0.043 -4.603 -0.05 -0.02 0.02
H 5.815 -0.377 -4.603 0.00 0.01 0.00
H 6.272 1.231 -4.035 0.00 0.00 0.00
H 5.597 1.024 -5.653 0.00 0.00 0.00
H 2.395 2.933 -3.547 0.01 -0.01 0.00
H 3.402 3.123 -4.987 0.00 0.01 0.00
H 4.117 3.324 -3.387 -0.01 0.00 0.00
```
Positions in Å, forces in eV/Å.

The largest force on an atom comes out at 0.24 eV/Å. The HOMO energy (alpha / beta) comes out at -7.148 / -7.118 eV. As for the spin multiplicity: 4. As for the expectation value of S²: 3.9411.

These are the Löwdin partial charges, in e, on atoms 1 to 8: atom 1 (Cr): 0.329, atom 2 (C): -0.141, atom 3 (Si): 0.501, atom 4 (C): -0.233, atom 5 (C): -0.082, atom 6 (C): -0.074, atom 7 (C): -0.068, atom 8 (C): -0.065

---

Entry 2:
ORCA calculation (ωB97M-V/def2-TZVPD) on C37H54N3OP2Pt as an isolated structure in a non-equilibrium geometry.

The geometry in XYZ format:
```
98
Properties=species:S:1:pos:R:3:forces:R:3
C -1.233 -1.313 -2.022 0.29 -0.76 -0.18
C 0.779 -2.372 -1.227 -0.37 0.52 0.00
C -1.489 -2.339 -2.927 0.10 0.45 0.40
C 0.484 -3.482 -2.100 -0.36 -0.05 -0.28
C -0.611 -3.457 -2.935 0.39 0.12 0.37
H -2.362 -2.290 -3.582 0.34 -0.01 0.25
H 1.176 -4.329 -2.105 -0.27 0.32 0.00
H -0.805 -4.299 -3.610 0.09 0.35 0.29
N -0.163 -1.330 -1.171 -0.02 -1.37 -1.12
P -2.279 0.322 -0.090 -1.75 -0.45 -0.28
P 2.412 -0.704 0.181 1.47 -0.99 -0.27
C -2.181 -0.136 -1.899 0.02 0.34 0.21
H -1.767 0.746 -2.416 -0.15 -0.39 0.13
H -3.156 -0.365 -2.357 0.39 0.10 0.24
C 0.492 1.778 1.479 1.22 4.95 3.07
O 0.724 2.730 2.130 -0.69 -3.49 -2.43
C 1.963 -2.290 -0.484 -0.14 0.18 0.05
H 2.702 -3.089 -0.611 -0.30 0.32 0.06
C 3.558 0.130 -1.147 -0.26 -0.09 0.17
C 3.468 -1.012 1.745 -0.09 -0.01 -0.24
C -3.184 2.004 0.024 0.17 -0.23 -0.07
C -3.386 -1.092 0.607 -0.03 0.15 -0.18
C 3.632 1.650 -0.889 0.05 0.08 0.02
H 4.297 1.884 -0.043 -0.24 -0.07 -0.34
H 4.036 2.162 -1.783 -0.16 -0.19 0.35
H 2.643 2.076 -0.660 0.38 -0.08 -0.11
C 4.986 -0.440 -1.236 0.11 -0.04 0.03
H 5.598 -0.202 -0.351 -0.23 -0.09 -0.38
H 4.977 -1.534 -1.380 0.00 0.42 0.04
H 5.492 0.006 -2.115 -0.23 -0.15 0.33
C 2.878 -0.175 -2.503 -0.04 -0.01 -0.09
H 3.285 0.503 -3.277 -0.10 -0.25 0.30
H 3.076 -1.215 -2.808 -0.06 0.39 0.11
H 1.787 -0.054 -2.469 0.41 -0.09 -0.06
C 4.186 0.284 2.166 0.11 -0.01 0.02
H 3.475 1.124 2.248 0.26 -0.24 -0.01
H 4.650 0.135 3.159 -0.19 0.06 -0.38
H 4.988 0.569 1.467 -0.34 -0.12 0.32
C 2.527 -1.433 2.886 0.27 -0.06 0.10
H 1.898 -0.594 3.217 0.24 -0.28 -0.07
H 1.877 -2.271 2.586 0.76 0.41 0.16
H 3.138 -1.761 3.748 -0.21 0.12 -0.33
C 4.471 -2.166 1.531 0.08 -0.06 0.03
H 5.197 -1.970 0.730 -0.30 -0.09 0.35
H 5.037 -2.321 2.469 -0.22 0.06 -0.35
H 3.940 -3.105 1.302 0.20 0.34 0.09
C -3.798 -0.755 2.055 -0.12 -0.08 0.01
H -4.285 -1.642 2.501 0.16 0.33 -0.18
H -2.931 -0.499 2.684 -0.44 -0.10 -0.25
H -4.524 0.073 2.091 0.26 -0.35 0.00
C -2.588 -2.419 0.593 0.00 -0.05 -0.03
H -2.426 -2.783 -0.433 -0.08 0.10 0.37
H -1.612 -2.346 1.089 -0.73 -0.02 -0.48
H -3.189 -3.176 1.132 0.21 0.26 -0.20
C -4.650 -1.341 -0.245 -0.12 -0.06 0.00
H -5.208 -2.181 0.209 0.20 0.30 -0.17
H -5.329 -0.478 -0.289 0.27 -0.38 0.01
H -4.394 -1.645 -1.274 -0.11 0.09 0.41
C -2.404 2.998 -0.861 -0.02 0.10 -0.03
H -2.426 2.725 -1.930 -0.01 0.11 0.40
H -2.871 3.995 -0.761 0.18 -0.38 -0.03
H -1.356 3.075 -0.533 -0.37 0.04 -0.12
C -3.075 2.508 1.481 -0.13 0.02 0.01
H -2.025 2.515 1.817 -0.37 0.09 -0.11
H -3.461 3.543 1.529 0.18 -0.40 0.00
H -3.660 1.897 2.184 0.23 0.26 -0.26
C -4.655 1.980 -0.427 -0.10 0.05 0.02
H -4.774 1.554 -1.439 0.06 0.15 0.38
H -5.293 1.415 0.270 0.26 0.26 -0.26
H -5.037 3.018 -0.454 0.16 -0.39 0.01
Pt 0.139 0.260 0.347 0.40 -0.44 0.49
N 0.395 1.469 -1.323 0.53 3.25 -4.67
C 0.508 2.130 -2.289 -0.27 -1.97 2.85
C 0.666 2.879 -3.482 0.17 0.80 -1.32
C 0.474 4.283 -3.485 0.08 -0.42 -0.11
C 1.021 2.210 -4.682 -0.11 0.29 0.29
C 0.637 4.999 -4.674 0.03 -0.20 -0.02
H 0.203 4.792 -2.556 0.10 -0.16 -0.35
C 1.178 2.944 -5.860 -0.05 0.14 0.16
H 1.173 1.127 -4.669 -0.07 0.41 -0.03
C 0.987 4.336 -5.861 -0.04 -0.24 0.37
H 0.490 6.084 -4.675 0.06 -0.47 0.00
H 1.453 2.427 -6.785 -0.12 0.22 0.40
H 1.114 4.904 -6.788 -0.05 -0.24 0.40
C -1.257 -2.222 6.281 -0.06 -0.32 0.41
C -0.936 -1.732 4.900 -0.04 -0.46 0.46
C -1.045 -0.389 4.592 0.35 0.33 -1.08
C -0.742 0.064 3.303 0.20 -2.24 0.32
N -0.316 -0.763 2.267 -1.14 -1.52 3.79
C -0.230 -2.100 2.628 -0.38 1.17 0.23
C -0.529 -2.597 3.901 0.07 0.57 -0.76
H -0.587 -1.727 7.016 -0.49 -0.28 -0.33
H -2.311 -1.977 6.529 0.64 -0.12 -0.01
H -1.121 -3.321 6.365 -0.10 0.73 -0.03
H -1.373 0.318 5.345 0.03 0.05 -0.11
H -0.905 1.112 3.190 0.15 0.42 -0.81
H 0.102 -2.847 1.902 -0.04 0.69 -0.25
H -0.429 -3.658 4.096 0.01 0.04 -0.09
```
Positions in Å, forces in eV/Å.

The largest force on an atom comes out at 5.95 eV/Å. The HOMO energy (alpha / beta) comes out at -8.148 / -8.837 eV. As for the spin multiplicity: 3. As for the expectation value of S²: 2.0120. The total charge is +1.

These are the Löwdin partial charges, in e, on atoms 1 to 8: atom 1 (C): -0.378, atom 2 (C): -0.375, atom 3 (C): -0.067, atom 4 (C): -0.038, atom 5 (C): -0.068, atom 6 (H): 0.108, atom 7 (H): 0.112, atom 8 (H): 0.112

---

Entry 3:
ORCA calculation (ωB97M-V/def2-TZVPD) on a single C2H4N2O3 molecule.

The geometry in XYZ format:
```
11
Properties=species:S:1:pos:R:3:forces:R:3
C -1.022 0.057 0.101 0.03 0.03 0.04
C 0.547 -0.032 0.276 -0.35 0.01 0.11
N 1.579 0.761 -0.174 0.06 0.06 -0.03
O -0.440 0.488 1.273 0.21 -0.39 -0.47
O -1.800 0.976 -0.489 0.14 -0.17 0.10
N 0.528 -1.398 0.275 -0.57 0.28 0.03
O -1.371 -1.226 -0.090 0.65 0.15 0.15
H -2.230 0.542 -1.240 0.05 -0.01 0.08
H 2.506 0.382 -0.065 -0.09 0.02 -0.01
H 1.436 1.234 -1.053 0.00 -0.06 0.06
H 0.268 -1.782 1.186 -0.12 0.09 -0.06
```
Positions in Å, forces in eV/Å.

The largest force on an atom comes out at 0.69 eV/Å. The HOMO energy (alpha / beta) comes out at -8.984 / -8.980 eV. As for the spin multiplicity: 1.

These are the natural (NBO) partial charges, in e, on atoms 1 to 8: atom 1 (C): 0.815, atom 2 (C): 0.297, atom 3 (N): -0.813, atom 4 (O): -0.483, atom 5 (O): -0.637, atom 6 (N): -0.262, atom 7 (O): -0.574, atom 8 (H): 0.502

---

Entry 4:
ORCA calculation (ωB97M-V/def2-TZVPD) on a 8-piece molecular cluster, C8H29N14O10 overall in a non-equilibrium geometry.

The geometry in XYZ format:
```
61
Properties=species:S:1:pos:R:3:forces:R:3
O 6.029 14.924 -29.351 1.21 0.43 0.58
C 6.870 15.954 -28.995 1.27 0.23 -1.23
O 6.556 17.099 -29.398 -0.46 -0.03 0.41
O 7.942 15.643 -28.436 -0.34 -0.39 0.64
H 5.223 15.418 -29.613 -0.37 -0.57 -0.44
C 3.150 16.373 -29.076 -1.04 0.90 -0.16
O 3.736 15.462 -29.634 -0.83 -0.14 0.11
N 2.473 16.225 -27.890 0.15 -0.03 -0.25
N 3.027 17.618 -29.647 0.45 -1.15 0.84
H 2.280 17.021 -27.311 -0.02 -0.02 0.04
H 2.432 15.312 -27.477 0.25 -0.03 0.08
H 2.326 18.214 -29.252 -0.03 0.36 -0.55
H 3.365 17.650 -30.593 -0.15 0.51 -0.09
C 10.542 14.243 -31.624 0.25 -0.24 0.44
O 9.924 13.636 -32.485 -0.54 0.31 0.13
N 10.107 14.560 -30.373 0.64 -0.26 -0.64
N 11.836 14.662 -31.887 -0.55 -0.02 -0.51
H 10.798 14.993 -29.791 -0.53 0.29 0.41
H 9.157 14.462 -30.060 0.04 0.02 0.17
H 12.062 14.494 -32.850 0.54 -0.09 0.15
H 12.541 14.825 -31.196 0.02 0.05 -0.01
C 3.542 14.796 -33.040 -0.05 0.05 0.77
O 2.593 14.550 -32.322 -0.49 0.08 -0.17
N 4.797 14.329 -32.782 0.20 0.28 -0.68
N 3.465 15.602 -34.153 0.39 -0.36 0.45
H 4.975 13.870 -31.907 -0.28 0.02 0.06
H 5.556 14.833 -33.205 0.19 -0.19 0.18
H 2.597 16.069 -34.320 -0.01 -0.06 -0.36
H 4.217 15.523 -34.811 -0.30 0.41 -0.38
C 5.787 12.645 -26.590 -0.79 0.61 0.84
O 5.581 11.648 -25.907 0.30 -0.23 -0.35
N 4.752 13.246 -27.272 0.17 -0.40 0.24
N 6.959 13.321 -26.588 0.14 -0.07 0.00
H 3.954 12.645 -27.360 -0.17 0.22 -0.18
H 4.876 14.077 -27.826 0.00 -0.15 -0.28
H 7.654 12.961 -25.962 0.14 0.07 -0.11
H 7.139 14.151 -27.138 0.20 -0.12 -0.18
C 5.927 11.823 -31.370 1.33 -0.04 0.55
O 5.732 10.845 -32.072 -0.06 0.11 -0.18
N 7.040 12.616 -31.427 0.31 0.28 -0.32
N 5.081 12.195 -30.371 -0.99 -0.72 -0.43
H 7.795 12.465 -32.075 -0.15 -0.13 -0.12
H 7.132 13.410 -30.817 -0.14 -0.06 0.12
H 4.402 11.469 -30.221 -0.27 0.35 0.33
H 5.263 12.885 -29.668 0.26 0.03 0.13
C 6.404 18.729 -32.465 0.56 -0.08 -0.27
O 6.477 19.388 -33.490 -0.42 0.04 0.00
N 7.074 17.547 -32.274 -0.13 0.07 0.35
N 5.704 19.089 -31.356 -0.82 0.70 0.67
H 7.118 16.917 -33.053 0.23 0.01 -0.02
H 6.941 17.195 -31.331 0.16 -0.62 -0.20
H 5.357 20.027 -31.272 0.15 0.06 -0.32
H 5.725 18.556 -30.494 0.31 -0.19 -0.19
C 7.896 18.364 -25.793 -0.03 -0.98 -1.11
O 8.005 19.059 -24.800 -0.25 0.16 0.25
N 8.268 18.775 -27.049 0.29 0.69 0.74
N 7.423 17.079 -25.827 -0.15 0.02 0.52
H 8.176 18.209 -27.878 -0.26 0.07 -0.04
H 8.459 19.760 -27.075 0.19 -0.04 -0.46
H 6.973 16.683 -25.024 0.17 0.06 0.13
H 7.463 16.548 -26.684 0.08 -0.05 -0.06
```
Positions in Å, forces in eV/Å.

The largest force on an atom comes out at 1.79 eV/Å. The HOMO energy comes out at -7.135 eV. As for the spin multiplicity: 1. The total charge is -1.

These are the natural (NBO) partial charges, in e, on atoms 1 to 8: atom 1 (O): -0.801, atom 2 (C): 0.963, atom 3 (O): -0.836, atom 4 (O): -0.809, atom 5 (H): 0.512, atom 6 (C): 0.810, atom 7 (O): -0.677, atom 8 (N): -0.848

---

Entry 5:
ORCA calculation (ωB97M-V/def2-TZVPD) on C4H4O2 as an isolated structure in a non-equilibrium geometry.

The geometry in XYZ format:
```
10
Properties=species:S:1:pos:R:3:forces:R:3
C -1.533 1.413 0.068 4.76 -1.54 0.64
C 0.371 0.939 0.027 -2.12 4.21 -0.90
C -2.312 0.425 0.018 -0.79 -3.33 0.13
C 0.531 -0.410 0.445 -3.37 -3.48 -0.54
O -2.796 -0.647 0.044 -0.27 0.82 -0.05
O 1.096 1.805 -0.375 -1.30 -1.93 0.87
H -1.671 2.358 -0.215 -0.56 3.48 -0.84
H 1.503 -0.798 0.400 1.64 -0.08 0.60
H 0.058 -1.006 -0.500 0.52 1.18 2.25
H -0.107 -0.697 1.402 1.49 0.66 -2.16
```
Positions in Å, forces in eV/Å.

The largest force on an atom comes out at 5.05 eV/Å. The HOMO energy comes out at -9.227 eV. As for the spin multiplicity: 1.

These are the natural (NBO) partial charges, in e, on atoms 1 to 8: atom 1 (C): -0.664, atom 2 (C): 0.711, atom 3 (C): 0.643, atom 4 (C): -0.767, atom 5 (O): -0.494, atom 6 (O): -0.482, atom 7 (H): 0.241, atom 8 (H): 0.252

---

Entry 6:
ORCA calculation (ωB97M-V/def2-TZVPD) on a 2-piece molecular cluster, C3H10NO overall in a non-equilibrium geometry.

The geometry in XYZ format:
```
15
Properties=species:S:1:pos:R:3:forces:R:3
C -0.040 2.783 0.228 0.30 -0.82 0.34
N 0.589 1.843 0.816 1.07 0.05 -0.93
H 0.516 3.683 -0.001 -0.49 0.38 0.23
H -1.071 2.588 -0.036 -0.01 0.26 -0.35
H 0.329 0.802 0.715 -0.89 0.24 0.57
H 1.565 2.019 1.040 -0.02 0.00 0.13
C 0.142 -1.798 0.007 0.71 0.43 -0.51
O -0.432 -0.509 0.403 -0.17 -0.35 0.40
C -0.208 -2.075 -1.445 -0.97 -0.06 0.73
H 1.217 -1.658 0.131 0.02 -0.15 0.00
H -0.149 -2.595 0.689 -0.32 0.17 0.01
H -1.201 -0.656 0.969 0.10 -0.03 -0.15
H -0.103 -3.135 -1.661 0.43 0.03 -0.24
H -1.282 -1.880 -1.546 0.10 0.03 -0.17
H 0.324 -1.425 -2.133 0.15 -0.19 -0.06
```
Positions in Å, forces in eV/Å.

The largest force on an atom comes out at 1.41 eV/Å. The HOMO energy comes out at -15.161 eV. As for the spin multiplicity: 1. The total charge is +1.

These are the natural (NBO) partial charges, in e, on atoms 1 to 8: atom 1 (C): 0.147, atom 2 (N): -0.586, atom 3 (H): 0.230, atom 4 (H): 0.229, atom 5 (H): 0.472, atom 6 (H): 0.420, atom 7 (C): -0.065, atom 8 (O): -0.773